{"formula": "C56H61NO3S", "method": "ωB97M-V/def2-TZVPD", "species": ["C", "C", "O", "C", "C", "O", "C", "C", "O", "C", "C", "C", "C", "C", "C", "C", "N", "C", "C", "C", "C", "C", "C", "C", "S", "H", "H", "H", "H", "H", "H", "H", "H", "H", "H", "H", "H", "H", "H", "H", "H", "H", "H", "H", "H", "H", "H", "H", "H", "H", "C", "C", "C", "C", "C", "C", "H", "H", "H", "H", "H", "H", "C", "C", "C", "C", "C", "C", "H", "H", "H", "H", "H", "H", "C", "C", "C", "C", "C", "C", "H", "H", "H", "H", "H", "H", "C", "C", "C", "C", "C", "C", "H", "H", "H", "H", "H", "H", "C", "C", "C", "C", "C", "C", "H", "H", "H", "H", "H", "H", "C", "C", "C", "C", "C", "C", "H", "H", "H", "H", "H", "H"], "positions_angstrom": [[3.581132, -1.967128, 1.720287], [2.432832, -1.274391, 0.823273], [2.139770, 0.074536, 1.220546], [2.018569, 0.973856, 0.094560], [2.228635, 2.466952, 0.606172], [1.407511, 3.417451, -0.071604], [0.296384, 3.855547, 0.717810], [-0.949283, 2.966002, 0.263473], [-2.175930, 3.452037, 0.809988], [-3.315465, 3.105690, 0.004294], [-3.213200, 1.591578, -0.388225], [-2.899683, 1.279221, -1.803974], [-2.765120, -0.141530, -2.130139], [-2.937231, -1.181258, -1.092095], [-3.280917, -0.883388, 0.292811], [-3.419101, 0.564756, 0.619984], [-3.465602, -1.787240, 1.395363], [-2.541777, -1.527425, 2.538434], [-3.451465, -3.196818, 1.084327], [-3.807785, -4.108096, 2.205656], [-3.792753, -5.567402, 2.050873], [-3.417841, -6.201496, 0.787059], [-3.098252, -5.325249, -0.341622], [-3.115168, -3.856227, -0.172925], [-2.683748, -2.886702, -1.635074], [3.188301, -2.239532, 2.734515], [4.470451, -1.293388, 1.845089], [3.973947, -2.911978, 1.245526], [2.760880, -1.380436, -0.246780], [1.529994, -1.944309, 0.960528], [2.820126, 0.735068, -0.655422], [1.029156, 0.829908, -0.419482], [3.300624, 2.718828, 0.342838], [2.172870, 2.501441, 1.725261], [0.411705, 3.694071, 1.822625], [0.091110, 4.947671, 0.528682], [-0.942907, 3.025863, -0.866321], [-0.696660, 1.921050, 0.618802], [-3.496316, 3.788202, -0.867888], [-4.221647, 3.193264, 0.675395], [-2.751194, 2.063510, -2.580638], [-2.526764, -0.406700, -3.189404], [-3.668362, 0.897216, 1.662051], [-1.839907, -2.387340, 2.749041], [-1.897638, -0.621242, 2.416615], [-3.187211, -1.395890, 3.457645], [-4.092833, -3.658665, 3.191666], [-4.038681, -6.195459, 2.936286], [-3.389520, -7.317759, 0.730676], [-2.824537, -5.757437, -1.330038], [6.570305, 1.033855, -3.427201], [7.252271, -0.139954, -3.727120], [7.190197, -1.221574, -2.858007], [6.449349, -1.129026, -1.685684], [5.774526, 0.047273, -1.379980], [5.834317, 1.127982, -2.252827], [6.613013, 1.875284, -4.108925], [7.832004, -0.211487, -4.640451], [7.719159, -2.137760, -3.093764], [6.398945, -1.974077, -1.008697], [5.196702, 0.119600, -0.464599], [5.306080, 2.045066, -2.017237], [-6.853646, 3.568645, -1.486383], [-7.403645, 4.259911, -2.559017], [-8.345761, 5.256374, -2.334658], [-8.741333, 5.558937, -1.037162], [-8.198044, 4.861463, 0.034890], [-7.253250, 3.867536, -0.189192], [-6.113424, 2.795301, -1.661339], [-7.097015, 4.022189, -3.571272], [-8.772193, 5.797724, -3.171270], [-9.474206, 6.337783, -0.861755], [-8.510799, 5.093319, 1.046624], [-6.827824, 3.324902, 0.647435], [5.138258, -0.183428, -6.755017], [4.326241, -0.461210, -5.662454], [2.945851, -0.508544, -5.816507], [2.377173, -0.273503, -7.062829], [3.189088, 0.013453, -8.153470], [4.569525, 0.057047, -8.000379], [6.215279, -0.153300, -6.636141], [4.769552, -0.641832, -4.690474], [2.312559, -0.728709, -4.964640], [1.300780, -0.312820, -7.183692], [2.745543, 0.202556, -9.124434], [5.202942, 0.278529, -8.851696], [5.628618, 0.530584, 5.729067], [4.808071, 0.262409, 6.818080], [3.428488, 0.221878, 6.656116], [2.868720, 0.453863, 5.405097], [3.688579, 0.730939, 4.317885], [5.068461, 0.767839, 4.479267], [6.704970, 0.555654, 5.854296], [5.244424, 0.083984, 7.794263], [2.788884, 0.009380, 7.505135], [1.792788, 0.419797, 5.277751], [3.251719, 0.917114, 3.343112], [5.708337, 0.981743, 3.630504], [1.959909, 7.805596, 0.361260], [1.770921, 7.381831, 1.670920], [1.609826, 8.314809, 2.687960], [1.641980, 9.673059, 2.395734], [1.840006, 10.097234, 1.087276], [1.997425, 9.164004, 0.069742], [2.078965, 7.076896, -0.432588], [1.748477, 6.322203, 1.899147], [1.459074, 7.983528, 3.708945], [1.513833, 10.401110, 3.188237], [1.870907, 11.156767, 0.859971], [2.149598, 9.494976, -0.951089], [-3.492212, -12.844280, 1.133398], [-3.959473, -12.496742, 2.395153], [-4.488947, -11.231407, 2.616525], [-4.547407, -10.311444, 1.576531], [-4.071878, -10.655838, 0.317028], [-3.545707, -11.922520, 0.094753], [-3.085313, -13.833570, 0.959439], [-3.911564, -13.213474, 3.206935], [-4.856375, -10.961709, 3.599922], [-4.962996, -9.324868, 1.748310], [-4.112171, -9.936192, -0.493106], [-3.176953, -12.191893, -0.888171]], "atomic_forces_ev_per_a": [[-0.254, 0.528, -0.200], [0.701, -1.882, 0.648], [0.487, -0.290, -1.015], [0.009, 0.259, 0.068], [1.294, -0.941, -0.632], [0.018, -0.093, 1.549], [-1.885, -0.234, -0.163], [1.427, 0.714, -0.205], [0.190, -0.044, -0.624], [-0.766, -1.501, 0.919], [-0.227, -0.610, -1.400], [-0.332, -2.836, 2.336], [-0.523, 1.166, 1.793], [-0.254, 1.035, 0.399], [0.299, 3.245, -1.204], [0.485, -0.488, -2.124], [1.657, -0.882, -1.697], [-0.008, 0.159, 1.609], [-0.644, -3.414, 0.715], [0.437, -0.947, -1.904], [0.623, 1.511, -1.215], [-0.123, 2.564, 0.206], [-0.571, 0.683, 2.227], [-0.371, -0.541, 1.034], [-0.213, 0.245, 0.662], [0.373, 0.384, -0.868], [-0.873, -0.444, -0.070], [-0.678, 0.934, 0.272], [-0.391, 0.542, 0.841], [0.657, 0.945, -0.302], [-0.671, 0.174, 0.568], [0.714, 0.300, 0.497], [-1.108, -0.085, 0.329], [-0.356, 0.023, -0.926], [0.349, 0.257, -0.918], [0.293, -1.113, 0.062], [-0.107, -0.303, 1.148], [-0.614, 0.889, -0.588], [0.566, -0.640, 0.554], [1.035, 0.195, -0.608], [-0.185, -0.720, 0.857], [-0.224, -0.074, 1.186], [0.250, -0.491, -1.140], [-0.853, 0.764, -0.481], [-0.806, -0.648, -0.189], [0.917, -0.003, -0.815], [0.302, -0.536, -1.117], [0.190, 0.580, -0.847], [0.013, 1.243, -0.169], [-0.236, 0.495, 0.894], [0.082, -0.008, 0.044], [0.018, 0.060, 0.053], [-0.011, 0.007, 0.004], [-0.032, 0.016, 0.016], [-0.009, -0.027, -0.082], [-0.013, -0.012, 0.013], [-0.012, -0.041, 0.027], [-0.024, 0.000, 0.047], [-0.028, 0.043, 0.012], [0.005, 0.038, -0.021], [0.047, -0.007, -0.020], [0.017, -0.038, -0.018], [0.007, 0.003, 0.016], [0.007, 0.021, 0.015], [0.008, -0.013, 0.036], [0.024, -0.039, -0.018], [0.011, 0.003, -0.004], [0.000, 0.025, -0.044], [-0.043, 0.004, 0.012], [-0.011, 0.014, 0.052], [0.021, -0.027, 0.039], [0.028, -0.039, -0.007], [0.020, -0.007, -0.053], [-0.030, 0.015, -0.034], [-0.075, 0.019, -0.020], [-0.053, -0.055, 0.023], [0.015, 0.017, -0.073], [0.038, 0.012, 0.024], [0.004, -0.007, 0.006], [-0.004, -0.007, 0.036], [-0.046, 0.006, 0.004], [-0.036, -0.004, -0.056], [0.035, 0.008, -0.034], [0.045, 0.009, 0.001], [0.023, -0.016, 0.049], [-0.033, -0.013, 0.034], [-0.029, 0.004, -0.023], [-0.006, -0.010, -0.013], [0.009, 0.001, -0.037], [0.060, 0.005, 0.034], [-0.005, 0.065, -0.047], [-0.024, -0.020, 0.076], [-0.048, 0.008, 0.002], [-0.021, 0.002, -0.051], [0.034, 0.010, -0.035], [0.043, 0.010, -0.006], [0.009, -0.096, 0.042], [-0.029, -0.007, 0.032], [0.006, 0.020, 0.001], [-0.008, 0.011, 0.004], [0.004, 0.023, -0.026], [0.012, -0.034, -0.027], [-0.005, -0.018, 0.000], [-0.012, -0.017, 0.041], [0.005, 0.017, 0.044], [0.004, 0.050, -0.014], [0.007, 0.013, -0.049], [0.012, -0.031, -0.034], [-0.008, -0.054, 0.012], [-0.010, -0.014, 0.048], [-0.007, 0.048, 0.001], [-0.009, 0.007, -0.018], [0.014, 0.002, -0.027], [0.035, -0.020, 0.001], [0.001, 0.002, 0.014], [-0.005, -0.005, 0.034], [-0.010, 0.048, 0.011], [-0.011, 0.034, -0.044], [0.016, -0.015, -0.047], [0.005, -0.041, -0.008], [-0.014, -0.043, 0.033], [-0.022, 0.014, 0.045]], "lowdin_charge": [-0.079, -0.249, -0.192, -0.160, -0.166, -0.156, -0.173, -0.183, -0.146, -0.173, -0.202, -0.035, -0.087, -0.426, -0.190, 0.039, -0.098, -0.066, -0.211, -0.017, -0.083, -0.082, -0.093, -0.427, 0.953, 0.070, 0.062, 0.074, 0.110, 0.118, 0.105, 0.126, 0.128, 0.120, 0.128, 0.126, 0.137, 0.128, 0.128, 0.119, 0.110, 0.100, 0.130, 0.102, 0.089, 0.095, 0.108, 0.093, 0.086, 0.097, -0.104, -0.116, -0.093, -0.090, -0.097, -0.091, 0.107, 0.100, 0.103, 0.100, 0.086, 0.100, -0.098, -0.095, -0.098, -0.098, -0.096, -0.099, 0.094, 0.100, 0.100, 0.100, 0.100, 0.095, -0.093, -0.089, -0.091, -0.099, -0.100, -0.097, 0.091, 0.084, 0.100, 0.099, 0.099, 0.099, -0.098, -0.100, -0.099, -0.092, -0.097, -0.096, 0.099, 0.099, 0.099, 0.100, 0.077, 0.100, -0.095, -0.099, -0.095, -0.099, -0.099, -0.097, 0.101, 0.090, 0.100, 0.099, 0.099, 0.100, -0.097, -0.098, -0.097, -0.103, -0.101, -0.097, 0.100, 0.100, 0.100, 0.094, 0.098, 0.100], "charge": 0, "e_lumo_ha": 0.0165, "e_homo_ev": -7.46, "orbital_gap_ev": 7.90}